Molecular formula: H4N4
Method: DFT, ωB97M-V with the def2-TZVPD basis set

Geometry as XYZ:
```
8
Properties=species:S:1:pos:R:3:forces:R:3:mulliken_charge:R:1
N 1.46675 -0.85212 0.53502 -0.1 0.3 0.6 -0.18
N 0.43593 -0.52678 -0.14061 -0.7 1.1 -0.7 -0.24
N 2.01544 0.36247 0.40660 3.3 1.7 0.7 -0.07
N 1.02409 0.71047 -0.52522 2.3 -4.9 0.1 -0.01
H 1.60770 -2.03776 -1.14351 0.7 -2.5 -0.7 -0.25
H 1.81626 -2.80858 -1.28953 -0.4 1.8 0.1 0.26
H 3.10313 0.57154 0.37489 -3.1 -0.8 -0.4 0.28
H 0.62047 1.56057 -0.59027 -2.0 3.3 0.3 0.21
```
Forces are in eV/Å.

Summary:
- max |F| (eV/Å) = 5.46
- total charge = 0
- energy relative to the best compared isomer or geometry (same formula, charge and spin) (kJ/mol) = 503.44
- orbital gap (eV) = 11.4
- spin multiplicity = 1
- E_HOMO (eV) = -10.4

Molecular formula: CH5Cl2N2O2PS
Method: DFT, ωB97M-V with the def2-TZVPD basis set

Geometry as XYZ:
```
14
Properties=species:S:1:pos:R:3:forces:R:3:mulliken_charge:R:1
S 1.31929 0.23593 1.79977 -0.3 -1.2 0.3 -0.29
P 1.37850 0.18055 -0.36562 -1.7 -0.7 -0.4 0.58
O 1.72541 -1.33541 -0.96778 -0.9 1.1 0.5 -0.23
Cl 2.91248 -2.20020 -0.21112 0.9 -1.2 0.5 0.02
O 2.63461 1.04886 -0.67727 2.3 0.7 0.2 -0.32
Cl 4.34659 0.73722 -0.14225 -0.9 0.3 -0.1 0.01
H 0.40279 -0.77512 2.19424 1.0 1.1 -1.0 0.18
C -2.10373 0.59596 0.84927 0.4 0.1 0.5 -0.33
N -1.44970 0.36703 -0.21741 0.3 -0.6 1.5 0.07
N -2.01366 0.10067 -1.37413 0.5 0.2 -1.2 -0.49
H -1.56885 0.71811 1.81271 -0.2 0.1 -1.0 0.13
H -3.17667 0.66182 0.89730 -0.6 -0.1 -0.2 0.26
H -2.98095 -0.03296 -1.51501 -1.2 -0.1 0.3 0.19
H -1.42611 -0.30246 -2.08270 0.2 0.2 0.2 0.20
```
Forces are in eV/Å.

Summary:
- max |F| (eV/Å) = 2.41
- total charge = 0
- energy relative to the best compared isomer or geometry (same formula, charge and spin) (kJ/mol) = 179.29
- orbital gap (spin up / spin down) (eV) = 7.7 / 7.7
- SMILES string = SP(OCl)OCl.C=NN
- spin multiplicity = 1
- E_HOMO (spin up / spin down) (eV) = -8.9 / -8.9

Molecular formula: C4H5NO2
Method: DFT, ωB97M-V with the def2-TZVPD basis set

Geometry as XYZ:
```
12
Properties=species:S:1:pos:R:3:forces:R:3:mulliken_charge:R:1
O -1.79233 1.78229 0.23635 0.7 -0.1 0.0 -0.31
C -0.62329 1.17923 0.16007 0.2 -0.3 -0.1 -0.94
C -0.78325 -0.21273 -0.24572 -0.2 0.1 0.1 0.60
C 0.34042 -0.63991 -1.17712 0.2 -0.1 -0.2 -0.48
N 0.31262 -1.06952 0.17308 0.1 -0.2 0.0 -0.22
C 1.26859 -0.64727 1.10560 0.3 0.0 0.0 0.15
O 2.45498 -0.64490 0.89511 -0.5 0.0 0.1 -0.50
H -1.48570 2.65919 0.48369 -0.8 0.6 0.1 0.47
H -1.76579 -0.67047 -0.33465 0.1 -0.1 0.0 0.37
H 1.08329 0.10759 -1.45188 -0.1 -0.1 0.1 0.30
H 0.09496 -1.38316 -1.93033 0.0 0.1 0.1 0.23
H 0.81767 -0.41205 2.08510 0.1 0.0 -0.1 0.34
```
Forces are in eV/Å.

Summary:
- max |F| (eV/Å) = 0.95
- total charge = 0
- energy relative to the best compared isomer or geometry (same formula, charge and spin) (kJ/mol) = 374.05
- orbital gap (eV) = 9.7
- spin multiplicity = 1
- E_HOMO (eV) = -9.1

Molecular formula: H11O5S
Method: DFT, ωB97M-V with the def2-TZVPD basis set

Geometry as XYZ:
```
17
Properties=species:S:1:pos:R:3:forces:R:3:mulliken_charge:R:1
S -0.67169 -3.21677 0.06340 0.0 -0.3 0.5 -0.23
H -0.37717 -3.51671 1.36267 -0.1 0.2 -0.5 0.22
H 0.18062 2.93706 -0.86249 -0.2 0.4 0.1 0.29
H -1.26128 2.63421 -0.98879 -0.2 0.2 0.2 0.33
O -0.66453 3.39324 -0.99476 0.4 -0.3 -0.5 -0.64
H -1.30129 0.74208 1.05065 0.0 0.2 -0.1 0.26
H 0.15988 0.98772 0.73394 0.0 0.1 0.0 0.35
O -0.65924 1.45395 0.94516 0.0 -0.5 0.3 -0.58
H 0.38414 -1.16422 -0.25049 0.3 -0.1 -0.2 0.23
H 1.59580 -0.92817 -1.23261 -0.2 -0.1 0.1 0.28
O 1.11153 -0.56478 -0.48188 0.1 0.3 0.1 -0.58
H 2.63617 -0.14675 0.73962 0.4 0.3 0.2 0.38
H 3.14794 -1.02718 1.80388 0.4 0.1 0.2 0.29
O 3.37887 -0.19322 1.37457 -0.8 -0.4 -0.4 -0.63
H -1.93046 -0.59041 -1.56632 0.2 -0.3 -0.1 0.30
H -3.06214 -0.67878 -0.51462 -0.1 -0.3 0.1 0.30
O -2.66716 -0.12127 -1.18193 -0.2 0.6 0.0 -0.59
```
Forces are in eV/Å.

Summary:
- max |F| (eV/Å) = 0.98
- <S²> = 0.753
- total charge = 0
- energy relative to the best compared isomer or geometry (same formula, charge and spin) (kJ/mol) = 59.07
- orbital gap (spin up / spin down) (eV) = 10.1 / 6.4
- spin multiplicity = 2
- E_HOMO (spin up / spin down) (eV) = -10.4 / -10.4

Molecular formula: C3H5NO
Method: DFT, ωB97M-V with the def2-TZVPD basis set

Geometry as XYZ:
```
10
Properties=species:S:1:pos:R:3:forces:R:3:mulliken_charge:R:1
O -2.11232 -0.30596 0.34556 0.1 0.1 -0.2 -0.57
C -0.89958 -0.30711 0.24613 -0.5 1.7 -2.0 0.66
C 0.00724 -0.74662 1.24294 0.2 -0.6 1.1 -0.89
C 0.96473 0.79144 -0.90047 1.7 0.3 0.0 -0.52
N -0.27240 0.37375 -0.90599 -2.1 -1.4 0.9 -0.09
H -0.40401 -0.48806 2.21645 0.2 -0.3 0.1 0.24
H 0.41118 -1.75543 1.18651 0.5 0.4 -0.3 0.24
H 1.48109 0.86948 0.04841 0.0 0.0 -0.2 0.39
H 1.47022 0.98648 -1.84691 -0.2 0.0 0.3 0.27
H -0.86820 0.56375 -1.71187 0.1 -0.2 0.3 0.26
```
Forces are in eV/Å.

Summary:
- max |F| (eV/Å) = 2.70
- total charge = 0
- energy relative to the best compared isomer or geometry (same formula, charge and spin) (kJ/mol) = 335.43
- orbital gap (spin up / spin down) (eV) = 9.0 / 6.0
- spin multiplicity = 1
- E_HOMO (spin up / spin down) (eV) = -8.8 / -6.9

Molecular formula: C4H10Br4Si2
Method: DFT, ωB97M-V with the def2-TZVPD basis set

Geometry as XYZ:
```
20
Properties=species:S:1:pos:R:3:forces:R:3:mulliken_charge:R:1
C 1.04690 1.29064 2.00649 0.0 0.0 -0.1 -1.20
C 0.63220 -0.66070 -2.60277 -0.1 0.0 0.0 -1.14
C 0.81811 -0.21598 1.97365 -0.1 -0.1 -0.4 -0.45
C 1.28149 -0.16734 -1.31080 -0.3 -0.2 0.3 -0.47
Si 0.44386 -0.88413 0.23239 -0.9 0.2 0.3 0.45
Si -3.13943 0.13138 0.01942 1.5 -0.3 -0.1 0.43
Br 0.53799 -3.11943 0.22193 -0.1 0.6 -0.1 -0.29
Br -3.70463 1.27187 1.88581 0.0 -0.1 -0.2 -0.25
Br -4.84422 -1.25210 -0.46962 0.2 0.1 0.1 -0.26
Br -3.07378 1.65364 -1.66417 -0.1 -0.1 0.2 -0.25
H 0.17474 1.82573 1.64470 -0.1 0.2 -0.1 0.30
H 1.23737 1.61613 3.02409 0.0 0.1 0.1 0.36
H 1.90457 1.57526 1.40585 0.1 0.1 -0.1 0.35
H 1.19204 -0.30545 -3.46509 0.0 0.0 -0.1 0.34
H 0.60781 -1.74601 -2.63989 0.0 -0.1 -0.1 0.30
H -0.38729 -0.29212 -2.68243 -0.1 0.0 0.0 0.27
H -0.00829 -0.46734 2.63947 -0.1 -0.2 -0.1 0.34
H 1.70054 -0.72817 2.36511 0.0 -0.2 -0.1 0.39
H 1.24000 0.92165 -1.27641 0.0 0.1 0.2 0.43
H 2.34002 -0.44752 -1.30772 0.0 -0.1 0.3 0.36
```
Forces are in eV/Å.

Summary:
- max |F| (eV/Å) = 1.55
- total charge = 0
- energy relative to the best compared isomer or geometry (same formula, charge and spin) (kJ/mol) = 0.00
- orbital gap (spin up / spin down) (eV) = 6.3 / 5.9
- spin multiplicity = 1
- E_HOMO (spin up / spin down) (eV) = -7.9 / -7.7